[1]
Entry from OMol25: 2 unconnected molecules or ions with the total composition C9H14 at a distorted geometry (the ωB97M-V functional and the def2-TZVPD basis).

Bonds (Å) are listed after each position.
Element x y z (Å)
1 C -0.13 -2.59 -0.86  C2 1.501, H8 1.103, H9 1.082, H10 1.087
2 C 0.38 -1.72 0.25  C1 1.501, C3 1.415, C7 1.379
3 C -0.21 -1.53 1.52  C2 1.415, C4 1.371, H11 1.091
4 C 0.34 -0.79 2.54  C3 1.371, C5 1.404, H12 1.078
5 C 1.56 -0.15 2.27  C4 1.404, C6 1.369, H13 1.093
6 C 2.13 -0.16 1.03  C5 1.369, C7 1.408, H14 1.079
7 C 1.58 -1.05 0.09  C2 1.379, C6 1.408, H15 1.092
8 H -0.71 -3.37 -0.34  C1 1.103
9 H 0.66 -3.06 -1.42  C1 1.082
10 H -0.90 -2.12 -1.48  C1 1.087
11 H -1.21 -1.94 1.66  C3 1.091
12 H -0.13 -0.67 3.50  C4 1.078
13 H 1.83 0.68 2.92  C5 1.093
14 H 2.96 0.49 0.79  C6 1.079
15 H 2.07 -1.05 -0.89  C7 1.092
16 C -0.78 2.71 -0.94  C17 1.516, H18 1.080, H19 1.096, H20 1.088
17 C -1.73 2.08 -1.94  C16 1.516, H21 1.082, H22 1.097, H23 1.104
18 H -0.09 2.01 -0.48  C16 1.080
19 H -0.15 3.39 -1.52  C16 1.096
20 H -1.26 3.25 -0.13  C16 1.088
21 H -1.37 1.93 -2.95  C17 1.082
22 H -2.71 2.56 -1.98  C17 1.097
23 H -2.12 1.09 -1.64  C17 1.104

Computed properties:
- HOMO energy: -9.1 eV
- Relative energy (zero: lowest compared OMol25 entry of this formula, charge and spin): 72.31 kJ/mol
- LUMO energy: 0.035 hartree
- SMILES string: Cc1ccccc1.CC
- Max |F|: 2.40 eV Å⁻¹
- Molar mass: 122.2 g/mol
- Charge: 0

***

[2]
Entry from OMol25: 2 unconnected molecules or ions with the total composition C9H14 at a distorted geometry (the ωB97M-V functional and the def2-TZVPD basis).

Bonds (Å) are listed after each position.
Element x y z (Å)
1 C -1.40 -0.95 1.46  C2 1.479, H8 1.169, H9 1.035, H10 1.095
2 C -0.06 -0.33 1.37  C1 1.479, C3 1.417, C7 1.356
3 C 0.09 1.04 1.01  C2 1.417, C4 1.372, H11 1.059
4 C 1.30 1.62 0.72  C3 1.372, C5 1.433, H12 1.148
5 C 2.48 0.85 0.94  C4 1.433, C6 1.378, H13 1.057
6 C 2.36 -0.39 1.54  C5 1.378, C7 1.465, H14 1.087
7 C 1.06 -1.06 1.58  C2 1.356, C6 1.465, H15 1.118
8 H -1.35 -2.03 1.92  C1 1.169
9 H -1.96 -0.76 0.61  C1 1.035
10 H -2.01 -0.61 2.31  C1 1.095
11 H -0.81 1.58 0.93  C3 1.059
12 H 1.44 2.71 0.37  C4 1.148
13 H 3.43 1.27 0.74  C5 1.057
14 H 3.27 -0.96 1.67  C6 1.087
15 H 1.04 -2.13 1.91  C7 1.118
16 C -0.65 -0.01 -3.01  C17 1.548, H18 1.108, H19 1.115, H20 1.162
17 C -1.68 0.07 -1.86  C16 1.548, H21 1.173, H22 1.051, H23 1.094
18 H -1.02 -0.29 -4.02  C16 1.108
19 H -0.26 1.03 -2.97  C16 1.115
20 H 0.06 -0.82 -2.57  C16 1.162
21 H -0.95 0.14 -0.95  C17 1.173
22 H -2.04 -0.90 -1.69  C17 1.051
23 H -2.35 0.92 -2.01  C17 1.094

Computed properties:
- HOMO energy: -9.1 eV
- Relative energy (zero: lowest compared OMol25 entry of this formula, charge and spin): 166.70 kJ/mol
- LUMO energy: 0.037 hartree
- SMILES string: Cc1ccccc1.CC
- Max |F|: 4.21 eV Å⁻¹
- Molar mass: 122.2 g/mol
- Charge: 0

***

[3]
Entry from OMol25: 2 unconnected molecules or ions with the total composition C9H14 at a distorted geometry (the ωB97M-V functional and the def2-TZVPD basis).

Bonds (Å) are listed after each position.
Element x y z (Å)
1 C 0.69 2.11 1.44  C2 1.528, H8 1.079, H9 1.093, H10 1.090
2 C 1.29 0.87 0.77  C1 1.528, C3 1.409, C7 1.393
3 C 0.76 -0.37 1.19  C2 1.409, C4 1.410, H11 1.075
4 C 1.46 -1.52 0.79  C3 1.410, C5 1.375, H12 1.089
5 C 2.75 -1.49 0.31  C4 1.375, C6 1.396, H13 1.081
6 C 3.19 -0.27 -0.20  C5 1.396, C7 1.375, H14 1.082
7 C 2.42 0.86 -0.04  C2 1.393, C6 1.375, H15 1.086
8 H 1.02 2.08 2.47  C1 1.079
9 H -0.39 2.10 1.35  C1 1.093
10 H 0.96 3.00 0.86  C1 1.090
11 H -0.11 -0.56 1.79  C3 1.075
12 H 1.15 -2.48 1.21  C4 1.089
13 H 3.31 -2.41 0.39  C5 1.081
14 H 4.16 -0.33 -0.69  C6 1.082
15 H 2.84 1.74 -0.52  C7 1.086
16 C -3.24 -0.44 -0.64  C17 1.510, H18 1.084, H19 1.092, H20 1.095
17 C -3.20 -0.43 -2.15  C16 1.510, H21 1.094, H22 1.093, H23 1.087
18 H -4.13 -0.07 -0.15  C16 1.084
19 H -3.06 -1.46 -0.27  C16 1.092
20 H -2.49 0.26 -0.24  C16 1.095
21 H -2.18 -0.27 -2.53  C17 1.094
22 H -3.72 0.45 -2.54  C17 1.093
23 H -3.52 -1.36 -2.61  C17 1.087

Computed properties:
- HOMO energy: -9.0 eV
- Relative energy (zero: lowest compared OMol25 entry of this formula, charge and spin): 89.12 kJ/mol
- LUMO energy: 0.036 hartree
- SMILES string: Cc1ccccc1.CC
- Max |F|: 2.42 eV Å⁻¹
- Molar mass: 122.2 g/mol
- Charge: 0

***

[4]
Entry from OMol25: 2 unconnected molecules or ions with the total composition C9H14 at a distorted geometry (the ωB97M-V functional and the def2-TZVPD basis).

Bonds (Å) are listed after each position.
Element x y z (Å)
1 C -1.62 1.22 1.00  C2 1.504, H8 1.091, H9 1.090, H10 1.088
2 C -0.26 0.76 0.58  C1 1.504, C3 1.412, C7 1.375
3 C 0.38 1.53 -0.42  C2 1.412, C4 1.376, H11 1.079
4 C 1.74 1.42 -0.61  C3 1.376, C5 1.408, H12 1.084
5 C 2.45 0.38 0.01  C4 1.408, C6 1.376, H13 1.083
6 C 1.81 -0.43 0.92  C5 1.376, C7 1.413, H14 1.087
7 C 0.48 -0.14 1.31  C2 1.375, C6 1.413, H15 1.086
8 H -1.51 2.22 1.44  C1 1.091
9 H -2.05 0.57 1.77  C1 1.090
10 H -2.28 1.29 0.14  C1 1.088
11 H -0.21 2.26 -0.95  C3 1.079
12 H 2.29 2.12 -1.22  C4 1.084
13 H 3.49 0.25 -0.27  C5 1.083
14 H 2.26 -1.30 1.39  C6 1.087
15 H 0.09 -0.73 2.13  C7 1.086
16 C -2.34 -1.42 -1.34  C17 1.533, H18 1.095, H19 1.094, H20 1.082
17 C -1.23 -2.40 -0.94  C16 1.533, H21 1.085, H22 1.095, H23 1.084
18 H -2.03 -0.74 -2.14  C16 1.095
19 H -3.19 -1.96 -1.76  C16 1.094
20 H -2.72 -0.83 -0.51  C16 1.082
21 H -1.44 -2.78 0.06  C17 1.085
22 H -1.30 -3.32 -1.53  C17 1.095
23 H -0.24 -1.97 -1.02  C17 1.084

Computed properties:
- HOMO energy: -9.0 eV
- Relative energy (zero: lowest compared OMol25 entry of this formula, charge and spin): 37.14 kJ/mol
- LUMO energy: 0.038 hartree
- SMILES string: Cc1ccccc1.CC
- Max |F|: 1.28 eV Å⁻¹
- Molar mass: 122.2 g/mol
- Charge: 0

***

[5]
Entry from OMol25: 2 unconnected molecules or ions with the total composition C9H14 at a distorted geometry (the ωB97M-V functional and the def2-TZVPD basis).

Bonds (Å) are listed after each position.
Element x y z (Å)
1 C 2.36 -2.83 0.74  C2 1.517, H8 1.092, H9 1.091, H10 1.090
2 C 1.04 -2.07 0.76  C1 1.517, C3 1.398, C7 1.386
3 C 0.81 -1.18 1.80  C2 1.398, C4 1.384, H11 1.082
4 C -0.29 -0.34 1.69  C3 1.384, C5 1.390, H12 1.088
5 C -1.13 -0.31 0.59  C4 1.390, C6 1.382, H13 1.078
6 C -0.82 -1.16 -0.46  C5 1.382, C7 1.390, H14 1.086
7 C 0.24 -2.05 -0.37  C2 1.386, C6 1.390, H15 1.087
8 H 2.96 -2.59 1.62  C1 1.092
9 H 2.96 -2.54 -0.12  C1 1.091
10 H 2.21 -3.91 0.72  C1 1.090
11 H 1.36 -1.21 2.73  C3 1.082
12 H -0.55 0.32 2.52  C4 1.088
13 H -1.95 0.39 0.58  C5 1.078
14 H -1.33 -1.04 -1.41  C6 1.086
15 H 0.53 -2.68 -1.21  C7 1.087
16 C -0.46 2.39 -1.30  C17 1.563, H18 1.085, H19 1.087, H20 1.086
17 C -1.63 3.43 -1.22  C16 1.563, H21 1.083, H22 1.090, H23 1.090
18 H -0.21 2.02 -0.32  C16 1.085
19 H -0.82 1.60 -1.96  C16 1.087
20 H 0.42 2.85 -1.75  C16 1.086
21 H -1.27 4.43 -1.41  C17 1.083
22 H -2.07 3.24 -0.24  C17 1.090
23 H -2.38 3.22 -1.98  C17 1.090

Computed properties:
- HOMO energy: -9.0 eV
- Relative energy (zero: lowest compared OMol25 entry of this formula, charge and spin): 47.95 kJ/mol
- LUMO energy: 0.038 hartree
- SMILES string: Cc1ccccc1.CC
- Max |F|: 1.46 eV Å⁻¹
- Molar mass: 122.2 g/mol
- Charge: 0

***

[6]
Entry from OMol25: 2 unconnected molecules or ions with the total composition C9H14 at a distorted geometry (the ωB97M-V functional and the def2-TZVPD basis).

Bonds (Å) are listed after each position.
Element x y z (Å)
1 C -1.70 0.38 1.59  C2 1.520, H8 1.102, H9 1.055, H10 1.069
2 C -0.55 -0.51 1.14  C1 1.520, C3 1.330, C7 1.387
3 C -0.70 -1.43 0.19  C2 1.330, C4 1.384, H11 1.163
4 C 0.24 -2.34 -0.26  C3 1.384, C5 1.429, H12 1.092
5 C 1.59 -2.13 0.14  C4 1.429, C6 1.352, H13 1.061
6 C 1.81 -1.26 1.15  C5 1.352, C7 1.476, H14 1.027
7 C 0.72 -0.42 1.69  C2 1.387, C6 1.476, H15 1.114
8 H -2.58 0.17 0.96  C1 1.102
9 H -1.41 1.39 1.48  C1 1.055
10 H -2.01 0.28 2.60  C1 1.069
11 H -1.67 -1.36 -0.45  C3 1.163
12 H -0.02 -3.06 -1.04  C4 1.092
13 H 2.26 -2.88 -0.17  C5 1.061
14 H 2.75 -1.18 1.55  C6 1.027
15 H 0.99 0.34 2.46  C7 1.114
16 C 0.56 1.29 -1.24  C17 1.550, H18 0.991, H19 1.152, H20 1.041
17 C -0.51 2.06 -2.04  C16 1.550, H21 1.112, H22 1.160, H23 1.202
18 H 0.50 0.35 -1.56  C16 0.991
19 H 1.61 1.77 -1.17  C16 1.152
20 H 0.28 1.57 -0.28  C16 1.041
21 H 0.01 2.44 -2.95  C17 1.112
22 H -1.43 1.39 -2.28  C17 1.160
23 H -0.76 3.10 -1.49  C17 1.202

Computed properties:
- HOMO energy: -9.0 eV
- Relative energy (zero: lowest compared OMol25 entry of this formula, charge and spin): 199.00 kJ/mol
- LUMO energy: 0.038 hartree
- SMILES string: Cc1ccccc1.CC
- Max |F|: 5.92 eV Å⁻¹
- Molar mass: 122.2 g/mol
- Charge: 0